No. 1
ORCA calculation (ωB97M-V/def2-TZVPD) on a structure of composition C47H47CaF5N2OSSb2Se2 in a non-equilibrium geometry.

Summary:
E = -8862.4646 Eh
HOMO = -2.42 eV
Kohn-Sham gap = 6.26 eV
energy above the lowest of the compared OMol25 structures with the same formula, charge and spin = 0.0 kcal/mol
charge = -2

Last column: Mulliken charge in e.
Cartesian coordinates (Å):
Ca 0.01905 0.82416 -0.38758  1.18
O -0.59940 -0.37699 1.86708  0.54
C -1.05459 0.29402 3.05918  0.09
C -0.16206 0.23766 4.30254  -1.03
C 1.34508 0.41931 4.08257  -0.19
C 1.75750 1.65425 3.31299  0.56
C 2.37715 2.71578 3.97302  -0.65
C 2.79010 3.82926 3.24698  -0.62
C 2.68648 3.77996 1.84853  -0.64
C 2.10893 2.64282 1.27065  -0.22
N 1.63335 1.62905 1.97796  0.73
H -0.03898 -1.16137 2.05655  -0.08
H -2.04282 -0.12139 3.35426  0.24
H -1.21218 1.33310 2.74905  -0.38
H -0.32788 -0.73769 4.82150  0.40
H -0.54856 1.01113 4.98865  0.42
H 1.71671 -0.47515 3.54091  -0.57
H 1.88785 0.47079 5.05412  0.51
H 2.39777 2.69603 5.06763  0.39
H 3.19494 4.71280 3.73817  0.37
H 2.98636 4.59808 1.21074  0.55
H 2.06019 2.51685 0.18033  -0.09
C -4.24743 -0.37495 1.26402  -0.87
Sb -2.97114 -2.10400 0.85767  0.37
C -3.28522 -3.01296 2.84901  -1.41
C -4.44913 -3.33719 -0.27244  -1.77
C -4.81803 -2.70991 -1.57924  0.82
C -5.92482 -1.82814 -1.63273  -0.42
C -6.34969 -1.29738 -2.86191  -0.80
C -5.65655 -1.60683 -4.02930  -0.61
C -4.51994 -2.42041 -4.00093  -0.59
C -4.06184 -2.96527 -2.78968  1.16
C -2.84677 -3.81713 -2.83583  -1.58
Sb -0.87209 -2.74208 -2.50979  0.55
C 0.30936 -4.43981 -3.31088  -1.57
C -0.92834 -1.61205 -4.34742  -1.04
H -4.93047 -0.64365 2.09542  0.39
H -4.80363 -0.13181 0.36794  0.33
H -3.62796 0.46450 1.56908  0.07
H -4.36755 -2.92395 3.05998  0.37
H -2.71530 -2.55907 3.65242  0.32
H -3.03554 -4.05955 2.72692  0.38
H -5.34118 -3.41961 0.37691  0.56
H -4.02360 -4.33332 -0.40792  0.55
H -6.47188 -1.56043 -0.72219  0.35
H -7.20722 -0.62847 -2.92519  0.34
H -5.94958 -1.15732 -4.97865  0.30
H -4.00355 -2.64448 -4.91168  0.36
H -2.71883 -4.22522 -3.85443  0.60
H -2.85879 -4.64753 -2.11073  0.42
H -0.11919 -4.61774 -4.29157  0.51
H 0.12150 -5.28934 -2.65804  0.36
H 1.35387 -4.15762 -3.39891  0.33
H -0.56144 -2.25359 -5.14695  0.44
H -0.32096 -0.72127 -4.22863  0.17
H -1.96888 -1.32988 -4.50905  0.23
Se 0.62605 2.53177 -2.74633  -0.46
C 2.29107 3.44532 -2.57559  -0.02
C 3.49348 2.87289 -3.04569  -0.13
C 4.66162 3.62572 -3.05968  -0.50
C 4.68032 4.94386 -2.59214  -0.45
C 3.51238 5.51269 -2.11514  -0.46
C 2.32854 4.77019 -2.09777  -0.39
H 3.44218 1.85982 -3.41678  0.25
H 5.57467 3.16571 -3.42311  0.35
H 5.61027 5.48864 -2.62142  0.37
H 3.47893 6.55412 -1.74088  0.33
H 1.42829 5.18313 -1.65023  0.43
C 6.35624 -2.34074 -3.31874  -0.38
C 6.01954 -2.44224 -1.98410  -0.69
C 4.83957 -1.86680 -1.51067  0.03
C 3.90303 -1.25884 -2.37257  0.66
C 4.25830 -1.16918 -3.72839  -0.64
C 5.48302 -1.65866 -4.19587  -0.69
C 2.59054 -0.72419 -1.95674  0.58
C 1.88381 -1.02457 -0.84785  -1.45
C 2.15270 -1.97112 0.23891  0.31
C 2.72354 -1.48518 1.43427  0.01
C 3.15752 -2.35840 2.43254  -0.51
C 2.89966 -3.72873 2.30557  -0.86
C 2.18830 -4.20798 1.20515  -0.51
C 1.79744 -3.34049 0.17801  -0.28
H 7.26042 -2.80901 -3.70841  0.34
H 6.61586 -3.04742 -1.31657  0.38
H 4.62894 -1.87397 -0.44380  0.37
H 3.56084 -0.75455 -4.44460  0.42
H 5.70887 -1.57516 -5.23870  0.40
H 2.09490 -0.05419 -2.67333  0.16
H 2.89039 -0.41741 1.52032  0.45
H 3.66588 -1.95822 3.31375  0.44
H 3.15904 -4.41414 3.09988  0.30
H 1.91915 -5.24150 1.14435  0.41
H 1.20285 -3.67880 -0.66893  0.06
S -2.40868 -0.02200 -1.61459  -0.29
C -3.17016 0.73101 -2.95933  0.10
N -3.72703 1.22988 -3.87020  -0.78
F -3.20776 5.71461 6.84070  -0.32
C -2.99134 5.29580 5.57200  0.46
C -1.78297 4.74333 5.20689  -0.17
F -0.80739 4.65585 6.13400  -0.35
C -1.57682 4.21045 3.92651  0.12
F -0.37110 3.65704 3.69085  0.28
C -2.58143 4.16937 2.96344  -0.26
Se -2.35609 3.35599 1.25749  -0.35
C -3.81557 4.73260 3.37867  0.17
F -4.86504 4.59827 2.56082  -0.30
C -4.01239 5.27574 4.65429  0.29
F -5.21759 5.71467 5.05873  -0.33



No. 2
ORCA calculation (ωB97M-V/def2-TZVPD) on a structure of composition C47H47MnNP2 in a non-equilibrium geometry.

Summary:
E = -3707.1771 Eh
2S+1 = 6
HOMO (spin up / spin down) = -5.05 / -5.05 eV
Kohn-Sham gap (spin up / spin down) = 4.75 / 4.44 eV

Last column: Löwdin spin population.
Cartesian coordinates (Å):
Mn -1.12511 -1.86625 -1.12435  4.17
C -0.23415 -1.78520 -3.79453  -0.01
C -0.19651 -0.41107 -3.81164  0.04
C -1.29834 0.35362 -4.50214  -0.01
C -2.75558 -0.18607 -4.14395  -0.03
C -2.86504 -0.71052 -2.76615  -0.18
C -2.61914 -2.02393 -2.41234  -0.03
C -2.41460 -2.97927 -3.58331  0.00
C -1.29336 -2.57947 -4.50066  0.00
C -0.73729 0.14593 2.68791  0.01
H 0.70665 -2.33286 -3.62726  0.00
H 0.74719 0.20380 -3.81280  0.00
H -1.20659 0.33769 -5.60422  0.00
H -1.32744 1.41880 -4.23859  0.00
H -3.44046 0.67555 -4.18367  0.00
H -3.10875 -0.81272 -4.98853  -0.01
H -3.41702 0.00048 -2.16187  -0.01
H -2.93317 -2.50008 -1.46810  0.01
H -3.33483 -3.15073 -4.13932  0.00
H -2.17184 -3.96449 -3.19952  0.00
H -0.79527 -3.48287 -4.83279  0.00
H -1.68778 -2.16525 -5.41645  0.00
H 0.22671 -0.20104 2.26327  0.00
H -1.05052 -0.27764 3.67826  0.00
H -0.51015 1.22601 2.74617  0.00
P 1.16803 0.73221 -1.06530  0.12
P -2.13734 -0.06773 1.62739  0.06
C -0.60866 0.95792 -0.98207  0.44
C -1.60835 0.25456 -0.19777  0.15
C 1.86019 2.26521 -1.71301  0.01
C 1.37484 3.13887 -2.72289  0.00
C 2.04305 4.36029 -2.89992  0.00
C 3.13663 4.67813 -2.07005  0.00
C 3.64177 3.80846 -1.07736  0.00
C 3.01563 2.58282 -0.94450  0.00
C 1.93994 -0.79966 -1.77616  0.07
C 1.44342 -2.17479 -1.57336  0.03
C 2.35667 -3.24747 -1.52880  0.01
C 3.60199 -3.15521 -2.16073  0.00
C 4.02306 -1.87287 -2.58321  0.01
C 3.22931 -0.71941 -2.43009  0.01
C -3.52287 1.04196 2.00107  0.01
C -3.33992 2.42571 1.82194  0.01
C -4.22261 3.31515 2.41559  0.00
C -5.35912 2.82818 3.05866  0.01
C -5.61316 1.45573 3.13662  0.00
C -4.71682 0.53761 2.58102  0.01
C -2.66049 -1.82577 1.59394  0.02
C -1.98419 -2.80112 2.36628  0.01
C -2.34095 -4.14510 2.23821  0.00
C -3.32739 -4.54681 1.33853  0.00
C -3.95276 -3.59574 0.54820  0.00
C -3.68299 -2.24588 0.72026  0.01
H -1.02463 1.66917 -1.73028  0.02
H -2.59648 0.35783 -0.67086  0.00
H 0.47123 2.90146 -3.29512  0.00
H 1.67142 5.06883 -3.67033  0.00
H 3.62802 5.63968 -2.21923  0.00
H 4.47484 4.10556 -0.41947  0.00
H 3.34781 1.89680 -0.16275  0.00
H 0.37885 -2.87774 -1.88152  0.02
H 1.99524 -4.17799 -1.05940  0.00
H 4.18348 -4.07198 -2.37704  0.00
H 5.01488 -1.80992 -3.04057  0.00
H 3.70810 0.24201 -2.72550  0.00
H -2.42136 2.74400 1.32305  0.00
H -3.96599 4.36874 2.37710  0.00
H -6.05179 3.56594 3.44608  0.00
H -6.51036 1.12780 3.66376  0.00
H -4.93456 -0.53125 2.70031  0.00
H -1.16005 -2.49856 3.03498  0.00
H -1.81838 -4.88228 2.84735  0.00
H -3.56596 -5.60930 1.26074  0.00
H -4.64189 -3.92887 -0.21238  0.00
H -4.19496 -1.56800 0.03407  0.00
C 4.09802 -2.50165 3.97591  0.00
C 3.50153 -2.68221 2.72389  0.00
C 2.81426 -1.64067 2.11293  0.00
C 2.71064 -0.36759 2.73792  0.00
C 3.32452 -0.20706 4.00044  0.00
C 4.02236 -1.24789 4.58544  0.00
N 2.06954 0.66641 2.15077  0.01
C 2.34470 1.97503 2.35441  0.00
C 1.27460 2.89430 2.23735  0.00
C 1.42043 4.20412 2.64779  0.00
C 2.67495 4.68817 3.04521  0.00
C 3.75492 3.78886 3.06126  0.00
C 3.61713 2.46115 2.67766  0.00
H 4.72326 -3.28030 4.41584  0.00
H 3.62284 -3.63649 2.21147  0.00
H 2.43973 -1.72673 1.09512  0.00
H 3.23732 0.75874 4.50847  0.00
H 4.54138 -1.04693 5.51611  0.00
H 0.32747 2.52988 1.85468  0.00
H 0.57296 4.88156 2.66268  0.00
H 2.81149 5.74433 3.34955  0.00
H 4.74662 4.13346 3.34576  0.00
H 4.44738 1.76188 2.72046  0.00